Here is an isolated molecule of C5H8O4 at a distorted geometry from the OMol25 dataset. Energies are from wB97M-V/def2-TZVPD.

Each atom is followed by the atoms it is bonded to, with distances in Å.
Element x y z (Å)
1 C -0.19881 -1.10865 1.46546  C2 1.500, H10 1.094, H11 1.082, H12 1.103
2 C 0.13543 -0.00887 0.50234  C1 1.500, C3 1.357, C6 1.503
3 C 1.13903 -0.10408 -0.40571  C2 1.357, O4 1.362, O5 1.361
4 O 1.55019 0.95901 -1.15202  C3 1.362, H13 0.967
5 O 2.02735 -1.13117 -0.49415  C3 1.361, H14 0.968
6 C -0.96428 0.98131 0.24137  C2 1.503, O7 1.389, C8 1.587, H15 1.088
7 O -0.59523 2.30082 0.01582  C6 1.389, H16 0.964
8 C -1.41820 0.20326 -1.06549  C6 1.587, O9 1.208, H17 1.103
9 O -2.11310 -0.78374 -1.11209  C8 1.208
10 H 0.44010 -1.99142 1.37435  C1 1.094
11 H -0.16850 -0.76081 2.48960  C1 1.082
12 H -1.22093 -1.46762 1.25543  C1 1.103
13 H 2.34300 0.70639 -1.64376  O4 0.967
14 H 1.75219 -1.87789 0.05680  O5 0.968
15 H -1.72365 0.95959 1.02064  C6 1.088
16 H 0.14491 2.32377 -0.60209  O7 0.964
17 H -1.12949 0.80011 -1.94651  C8 1.103

Values from the calculation:
gap between HOMO and LUMO	8.6889	eV
HOMO	-0.3038	Ha